# C30H30ClO10

A 6-piece molecular cluster, C30H30ClO10 overall at a distorted geometry (ωB97M-V/def2-TZVPD, the OMol25 dataset).

Values from the calculation:
- Energy relative to the best compared isomer or geometry (same formula, charge and spin): 0.0 kJ/mol
- Kohn-Sham gap: 8.0 eV
- LUMO level: 2.3 eV
- Highest occupied orbital energy: -5.684 eV

Structure (ORCA input):
```
! RIJCOSX wB97M-V def2-TZVPD def2/J DEFGRID3
* xyz -1 1
Cl -20.74 -28.65 12.29
O -18.25 -26.77 13.68
O -23.16 -26.90 13.64
O -27.17 -30.13 15.81
O -17.34 -27.29 19.33
O -18.73 -27.93 4.37
O -13.85 -30.36 14.72
O -21.65 -28.14 9.08
O -20.88 -31.58 13.55
O -24.59 -35.33 11.57
O -17.97 -29.66 10.85
C -26.27 -27.93 15.43
C -23.89 -33.10 11.73
C -22.89 -31.97 12.20
C -22.48 -34.86 12.81
C -18.60 -27.93 17.31
C -16.92 -26.21 15.67
C -26.12 -29.32 15.54
C -20.68 -28.00 8.11
C -14.89 -30.39 13.84
C -17.06 -30.08 11.87
C -19.92 -26.83 6.13
C -21.83 -32.44 13.13
C -20.65 -26.79 7.39
C -19.98 -29.16 7.61
C -16.32 -30.20 14.21
C -25.23 -27.10 14.82
C -24.01 -29.15 14.18
C -17.54 -27.14 17.96
C -24.13 -27.76 14.27
C -19.23 -27.92 5.57
C -17.99 -26.90 15.03
C -24.98 -29.84 14.83
C -17.42 -30.02 13.23
C -16.73 -26.33 17.05
C -19.32 -29.06 6.41
C -21.63 -33.82 13.27
C -14.71 -30.32 12.45
C -23.62 -34.48 12.08
C -18.93 -27.61 15.79
C -15.75 -30.19 11.44
H -16.70 -30.06 15.29
H -18.83 -29.50 11.37
H -16.60 -26.67 19.51
H -19.92 -25.83 5.55
H -15.43 -29.91 10.43
H -22.84 -30.85 11.92
H -18.34 -29.87 13.59
H -22.51 -35.98 13.17
H -19.33 -28.54 17.89
H -18.82 -30.11 6.06
H -16.42 -25.35 15.19
H -14.05 -30.64 15.51
H -22.49 -27.18 13.16
H -23.23 -29.58 13.65
H -24.36 -36.00 12.17
H -19.99 -29.90 8.21
H -25.51 -26.03 14.84
H -19.10 -28.62 3.88
H -27.01 -27.40 15.88
H -24.98 -30.96 14.76
H -21.14 -25.98 7.60
H -21.51 -28.63 9.98
H -15.86 -25.90 17.44
H -26.81 -31.00 15.78
H -21.03 -30.67 13.17
H -18.96 -27.21 13.23
H -13.72 -30.32 11.97
H -19.65 -28.29 15.44
H -20.69 -34.15 13.90
H -24.70 -32.65 11.19
*
```

---

# C6H14O

One molecule with the formula C6H14O at a distorted geometry (ωB97M-V/def2-TZVPD, the OMol25 dataset).

Values from the calculation:
- Energy relative to the best compared isomer or geometry (same formula, charge and spin): 128.5 kJ/mol
- Kohn-Sham gap: 11.1 eV
- LUMO level: 0.9 eV
- Highest occupied orbital energy: -10.215 eV

Structure (ORCA input):
```
! RIJCOSX wB97M-V def2-TZVPD def2/J DEFGRID3
* xyz 0 1
O -1.73 -0.96 0.85
C 0.84 0.34 0.76
C 0.27 -0.41 -0.45
C 2.37 0.36 0.67
C 0.30 1.76 0.90
C -1.22 -0.63 -0.44
C -1.78 -1.55 -1.50
H 0.77 -1.38 -0.53
H 0.49 2.35 -0.01
H -1.37 -2.56 -1.42
H 0.78 2.28 1.73
H -1.52 -1.12 -2.47
H -2.13 -0.09 0.65
H 2.81 0.86 1.54
H 0.55 -0.22 1.66
H -2.87 -1.61 -1.40
H -0.78 1.78 1.09
H -1.72 0.40 -0.64
H 0.46 0.14 -1.38
H 2.78 -0.65 0.62
H 2.70 0.90 -0.23
*
```

---

# C4H15N2O3

A 3-piece molecular cluster, C4H15N2O3 overall at a distorted geometry (ωB97M-V/def2-TZVPD, the OMol25 dataset).

Values from the calculation:
- Energy relative to the best compared isomer or geometry (same formula, charge and spin): 3.5 kJ/mol
- Kohn-Sham gap: 7.9 eV
- LUMO level: 3.7 eV
- Highest occupied orbital energy: -4.226 eV

Structure (ORCA input):
```
! RIJCOSX wB97M-V def2-TZVPD def2/J DEFGRID3
* xyz -1 1
O 2.82 -1.49 -0.20
O 0.69 -0.71 1.21
O -1.12 -2.47 1.94
N -2.41 1.09 0.33
N 0.48 1.34 -0.06
C 0.31 0.48 -2.35
C 0.99 0.60 1.20
C -1.75 1.10 -0.97
C -0.33 0.57 -0.96
H -1.90 2.09 -1.41
H 0.41 1.49 -2.77
H 1.31 0.09 -2.17
H -0.27 -0.11 -3.07
H -2.45 0.13 0.68
H 3.03 -0.74 -0.76
H -2.35 0.46 -1.64
H -0.43 -0.45 -0.61
H -0.42 -1.81 2.14
H 2.00 -1.19 0.33
H 2.07 0.80 1.15
H -1.20 -2.34 0.99
H 1.28 1.72 -0.55
H -1.79 1.52 1.01
H 0.50 1.12 2.03
*
```

---

# C2H4NO3

A 2-piece molecular cluster, C2H4NO3 overall at a distorted geometry (ωB97M-V/def2-TZVPD, the OMol25 dataset).

Values from the calculation:
- Energy relative to the best compared isomer or geometry (same formula, charge and spin): 24.6 kJ/mol
- Kohn-Sham gap: 8.5 eV
- LUMO level: 4.0 eV
- Highest occupied orbital energy: -4.526 eV

Structure (ORCA input):
```
! RIJCOSX wB97M-V def2-TZVPD def2/J DEFGRID3
* xyz -1 1
O -3.05 0.47 1.06
O 2.23 -1.44 0.27
O 1.45 -0.15 -1.42
N -1.01 -0.12 0.21
C 2.31 -0.55 -0.60
C -2.03 0.72 0.43
H -0.13 0.20 -0.20
H -1.09 -0.97 0.74
H 3.20 0.13 -0.47
H -1.87 1.72 -0.02
*
```

---

Results for DFT total energy: -2373.60295 -312.20611 -496.66134 -359.17150 (in hartree, following the order of the records).